# C50H54BrN6O5Re

C50H54BrN6O5Re as an isolated structure in a non-equilibrium geometry (ωB97M-V with the def2-TZVPD basis set, the Open Molecules 2025 dataset).

Summary:
multiplicity = 2
relative energy (zero: lowest compared OMol25 entry of this formula, charge and spin) = 176.1 kJ/mol
highest occupied orbital energy (spin up / spin down) = -9.6738 / -9.6376 eV
expectation value of S² = 0.78
net charge = +1
HOMO-LUMO gap (spin up / spin down) = 6.0460 / 5.6006 eV

Atoms and positions in Å:
Re1 -0.2028 0.6956 0.5601
C1 1.8821 -0.0719 4.3211
C2 1.2472 -0.1689 2.9788
N1 0.6388 0.8545 2.4356
N2 0.7444 2.0688 3.0220
C3 0.6091 2.9895 2.0866
O1 0.4270 2.6788 0.8586
C4 0.7150 4.4116 2.4520
C5 0.5966 4.8172 3.7786
C6 0.6575 6.1648 4.0916
C7 0.8552 7.1057 3.0892
C8 0.9815 6.7011 1.7663
C9 0.9034 5.3559 1.4456
C10 1.2575 -1.3347 2.1176
C11 1.9008 -2.6082 2.4434
C12 1.8631 -3.6162 1.5760
C13 0.9805 -3.6018 0.3663
C14 0.3228 -2.2321 0.1425
N3 0.7681 -1.1239 0.9416
H1 2.3528 0.9032 4.4302
H2 2.6235 -0.8524 4.4727
H3 1.1190 -0.1571 5.0987
H4 0.4455 4.0744 4.5502
H5 0.5491 6.4842 5.1197
H6 0.9118 8.1568 3.3411
H7 1.1396 7.4343 0.9866
H8 0.9929 5.0209 0.4211
H9 2.4826 -2.6747 3.3517
H10 2.4332 -4.5206 1.7583
H11 1.5550 -3.9069 -0.5087
H12 0.3803 -1.9427 -0.9045
C15 -5.2535 -5.5479 1.8602
O2 -4.7835 -4.2532 1.5163
C16 -5.5864 -3.4684 0.7456
C17 -6.8107 -3.8486 0.2273
C18 -7.5296 -2.9639 -0.5722
C19 -7.0053 -1.7249 -0.8809
C20 -5.7697 -1.3398 -0.3664
C21 -5.0690 -2.1938 0.4693
N4 -3.7956 -1.9314 1.0341
C22 -3.0085 -0.8333 0.8149
N5 -3.6456 0.3271 0.9559
C23 -3.2178 1.5945 0.5716
C24 -1.9336 1.8578 0.1272
C25 -1.7431 3.1186 -0.4850
C26 -2.7154 4.0883 -0.4620
C27 -3.9518 3.8471 0.1470
C28 -4.2157 2.5890 0.6263
O3 -5.4025 2.1771 1.1600
C29 -6.3955 3.1667 1.3920
N6 -1.7093 -0.9198 0.5744
C30 -1.1950 -2.2982 0.5158
C31 -1.2965 -3.0027 1.8628
C32 -0.8323 -4.2410 1.8702
C33 -0.2079 -4.6486 0.5577
C34 -1.2062 -4.4262 -0.5608
C35 -1.7495 -3.2082 -0.5708
O4 -2.6156 -2.6538 -1.4279
C36 -2.9669 -3.4446 -2.5587
H13 -4.5130 -5.9636 2.5369
H14 -5.3378 -6.1859 0.9781
H15 -6.2174 -5.4951 2.3686
H16 -7.2090 -4.8324 0.4295
H17 -8.4944 -3.2625 -0.9591
H18 -7.5424 -1.0510 -1.5343
H19 -5.3508 -0.3855 -0.6536
H20 -3.3338 -2.7849 1.3119
H21 -4.6126 0.2784 1.2451
H22 -0.8004 3.3403 -0.9617
H23 -2.5219 5.0574 -0.9025
H24 -4.6894 4.6350 0.1969
H25 -7.2278 2.6504 1.8599
H26 -6.7285 3.6213 0.4573
H27 -6.0218 3.9438 2.0613
H28 -1.6771 -2.4668 2.7246
H29 -0.7841 -4.8742 2.7462
H30 0.1838 -5.6621 0.5644
H31 -1.4224 -5.2110 -1.2703
H32 -3.6574 -2.8452 -3.1436
H33 -3.4545 -4.3708 -2.2473
H34 -2.0816 -3.6774 -3.1543
C37 4.2174 1.8123 -5.7277
C38 4.6342 0.5644 -4.9338
C39 4.2433 -0.6929 -5.7239
C40 6.1553 0.5811 -4.7820
C41 3.9138 0.5743 -3.5868
C42 2.5285 0.5356 -3.5407
C43 1.9085 0.5940 -2.3153
Br1 0.0149 0.5317 -2.2215
C44 2.5372 0.7253 -1.0811
O5 1.8557 0.8949 0.0413
C45 3.9500 0.6859 -1.1168
C46 4.5738 0.6305 -2.3644
C47 4.8726 0.6947 0.1224
C48 4.1647 0.7086 1.4806
C49 5.7418 -0.5733 0.0829
C50 5.7686 1.9416 0.0601
H35 4.7396 1.8372 -6.6867
H36 4.4716 2.7189 -5.1754
H37 3.1443 1.8220 -5.9256
H38 4.7868 -0.7211 -6.6705
H39 3.1757 -0.7132 -5.9493
H40 4.4923 -1.5939 -5.1595
H41 6.6137 0.5751 -5.7720
H42 6.5156 -0.2986 -4.2442
H43 6.4976 1.4800 -4.2652
H44 1.9357 0.4658 -4.4442
H45 5.6548 0.6276 -2.3762
H46 3.5129 -0.1563 1.5953
H47 3.5701 1.6096 1.6229
H48 4.9267 0.6705 2.2642
H49 5.1121 -1.4666 0.0888
H50 6.3906 -0.6055 0.9614
H51 6.3755 -0.6088 -0.8031
H52 5.1585 2.8469 0.0668
H53 6.3874 1.9530 -0.8375
H54 6.4313 1.9680 0.9284

Atomic forces in eV per Å
3.20 0.58 -0.43
0.13 -0.04 -0.11
0.03 0.13 0.27
-0.69 -0.41 -0.33
-0.17 0.05 0.36
-0.03 -0.15 -0.06
-0.44 0.16 -0.23
0.03 0.07 -0.09
0.00 -0.02 0.02
0.00 0.01 0.02
0.00 -0.02 -0.02
0.01 -0.01 0.02
-0.02 0.00 0.01
0.38 0.03 0.00
0.22 0.07 0.09
-0.08 -0.01 -0.16
0.05 -0.06 0.22
-0.02 -0.15 -0.26
-0.97 -0.55 0.14
0.01 -0.01 0.01
-0.01 0.00 0.01
0.01 0.02 0.00
0.01 0.01 -0.01
0.02 0.00 0.00
-0.01 0.00 -0.01
0.00 0.00 0.00
-0.01 0.02 0.00
0.00 0.02 -0.01
-0.01 0.02 0.05
-0.03 0.02 -0.03
0.09 0.06 0.00
0.03 -0.02 0.02
0.00 -0.01 0.06
-0.10 0.01 -0.01
-0.01 -0.01 0.00
0.01 -0.02 -0.03
0.02 0.01 0.03
0.01 -0.06 -0.05
0.13 0.17 -0.06
-0.04 -0.18 -0.08
0.05 -0.12 0.13
-0.08 0.09 0.18
0.03 0.00 -0.20
-0.01 -0.05 0.10
-0.05 0.03 -0.02
0.00 -0.08 0.01
-0.01 0.11 -0.07
-0.05 0.07 -0.05
-0.01 -0.02 0.02
-0.03 -0.01 -0.01
-0.14 0.22 -0.07
-0.18 0.01 -0.02
0.03 0.07 -0.02
0.03 -0.10 -0.07
-0.10 0.18 0.05
0.06 -0.13 -0.04
0.03 -0.03 0.04
0.12 0.10 -0.13
-0.05 -0.01 -0.02
0.01 -0.02 0.00
-0.02 0.02 -0.03
0.00 0.02 0.01
-0.01 0.02 0.03
0.02 -0.01 -0.02
0.00 0.01 0.03
-0.04 0.00 0.01
0.02 -0.01 0.00
0.03 -0.01 0.11
0.03 0.03 0.09
-0.01 -0.01 -0.02
-0.03 -0.04 -0.01
-0.01 0.01 0.00
0.01 -0.03 -0.03
0.02 -0.01 0.01
-0.02 -0.04 -0.01
-0.01 0.04 0.02
0.00 -0.01 0.01
0.02 0.05 -0.03
-0.02 -0.01 0.01
-0.01 0.01 0.03
0.03 -0.01 0.04
0.06 -0.04 0.01
-0.06 0.02 -0.07
0.04 0.02 0.04
-0.05 -0.01 0.02
0.15 0.00 0.04
-0.14 -0.02 -0.09
-0.08 0.02 0.06
-0.78 0.03 0.10
0.13 -0.14 0.13
-0.66 -0.02 0.19
0.03 -0.01 0.25
-0.01 -0.02 0.01
-0.03 0.06 -0.15
0.01 0.05 -0.02
0.01 0.05 0.03
-0.01 -0.04 0.04
-0.03 0.01 0.00
-0.02 0.01 -0.02
0.01 0.02 0.00
-0.04 -0.01 -0.01
0.01 -0.01 0.01
-0.01 -0.01 -0.02
0.01 0.00 0.01
0.02 0.03 0.01
0.02 -0.03 0.02
-0.01 0.00 0.03
-0.03 0.01 0.02
0.03 -0.03 -0.01
-0.04 -0.01 0.01
0.00 0.00 -0.03
0.02 0.00 0.00
0.01 0.00 -0.02
-0.01 -0.03 0.01
0.02 0.01 0.00
0.00 0.02 0.02
0.01 0.01 -0.02